[1]
Below is a structure of composition C23H30FFeN8O7PS at a distorted geometry, with properties calculated with ωB97M-V/def2-TZVPD.

Summary:
HOMO (spin up / spin down): -5.610 / -5.606 eV
2S+1: 2
energy above the lowest of the compared OMol25 structures with the same formula, charge and spin: 0.0 kcal per mole
frontier orbital gap (spin up / spin down): 8.27 / 8.27 eV
total charge: -1
<S²>: 0.9211

Geometry (Å):
1 Fe -0.435 0.565 0.323
2 O 3.772 0.760 0.399
3 C 2.551 0.847 0.299
4 O 1.672 -0.056 0.438
5 C 1.947 2.226 0.072
6 C 2.649 3.407 -0.095
7 C 1.934 4.583 -0.270
8 C 0.544 4.554 -0.296
9 C -0.081 3.334 -0.140
10 N 0.626 2.228 0.053
11 C -1.575 3.083 -0.242
12 O -2.348 4.013 -0.365
13 O -1.866 1.826 -0.191
14 H 3.729 3.370 -0.079
15 H 2.459 5.523 -0.395
16 H -0.064 5.434 -0.456
17 N -2.468 4.936 -5.175
18 C -1.743 3.844 -4.702
19 C -0.547 4.031 -4.009
20 C 0.147 2.946 -3.505
21 C -0.346 1.665 -3.683
22 C -1.530 1.462 -4.380
23 C -2.226 2.545 -4.880
24 S 0.520 0.283 -2.997
25 O 0.461 -0.787 -3.954
26 O 1.799 0.768 -2.557
27 N -0.323 -0.070 -1.671
28 C -1.528 -0.677 -1.650
29 N -1.939 -0.700 -0.366
30 C -3.070 -1.269 -0.036
31 C -3.861 -1.848 -1.023
32 C -3.394 -1.734 -2.323
33 N -2.248 -1.154 -2.666
34 H -1.938 5.781 -5.305
35 H -3.089 4.743 -5.943
36 H -0.166 5.035 -3.858
37 H 1.078 3.082 -2.967
38 H -1.899 0.452 -4.514
39 H -3.161 2.391 -5.408
40 H -3.334 -1.248 1.015
41 H -4.801 -2.328 -0.798
42 H -3.985 -2.127 -3.145
43 F -0.679 1.097 2.077
44 C -1.690 -3.398 3.154
45 N -0.328 -3.045 3.503
46 C -0.077 -2.984 4.924
47 P 0.567 -2.273 2.318
48 O -0.304 -1.447 1.457
49 N 1.253 -3.490 1.432
50 C 1.828 -4.666 2.043
51 C 1.615 -3.278 0.039
52 N 1.767 -1.520 3.164
53 C 1.429 -0.247 3.788
54 C 3.173 -1.643 2.812
55 H -2.403 -2.628 3.472
56 H -1.964 -4.343 3.635
57 H -1.779 -3.517 2.075
58 H -0.719 -2.245 5.421
59 H 0.961 -2.721 5.109
60 H -0.278 -3.960 5.381
61 H 1.585 -4.699 3.104
62 H 2.921 -4.680 1.937
63 H 1.436 -5.574 1.573
64 H 1.168 -2.356 -0.325
65 H 1.265 -4.121 -0.565
66 H 2.701 -3.190 -0.078
67 H 0.354 -0.167 3.938
68 H 1.709 0.589 3.142
69 H 1.945 -0.160 4.750
70 H 3.343 -2.560 2.253
71 H 3.773 -1.679 3.727
72 H 3.507 -0.812 2.189

=====

[2]
Below is an isolated molecule of C5H6O2, with properties calculated with ωB97M-V/def2-TZVPD.

Summary:
HOMO: -10.103 eV
2S+1: 1
energy above the lowest of the compared OMol25 structures with the same formula, charge and spin: 44.4 kcal per mole
frontier orbital gap: 11.07 eV
SMILES: C#C[C@@H](C)OC=O

Geometry (Å):
1 C -0.622 2.258 0.213
2 C -0.468 1.069 0.308
3 C -0.153 -0.364 0.374
4 C -1.324 -1.260 -0.005
5 O 0.886 -0.689 -0.577
6 C 2.034 0.001 -0.511
7 O 2.321 0.832 0.305
8 H -0.695 3.320 0.131
9 H 0.212 -0.605 1.380
10 H -1.660 -1.018 -1.017
11 H -2.158 -1.123 0.688
12 H -1.007 -2.307 0.018
13 H 2.684 -0.322 -1.337

=====

[3]
Below is a cluster of 2 separate species, C3H7NO3 in total at a distorted geometry, with properties calculated with ωB97M-V/def2-TZVPD.

Summary:
HOMO: -9.614 eV
2S+1: 1
energy above the lowest of the compared OMol25 structures with the same formula, charge and spin: 47.7 kcal per mole
frontier orbital gap: 10.41 eV
SMILES: O=CCNC=O.O

Geometry (Å):
1 O 3.541 -0.387 -0.881
2 C 2.757 0.451 -1.232
3 C 2.058 1.343 -0.181
4 N 1.300 0.606 0.796
5 C 0.587 -0.498 0.441
6 O 0.591 -0.953 -0.682
7 H 2.666 0.751 -2.288
8 H 2.878 1.907 0.245
9 H 1.380 1.990 -0.738
10 H 1.649 0.681 1.738
11 H -0.201 -0.792 1.151
12 O -6.277 -1.509 0.843
13 H -6.039 -2.396 0.601
14 H -6.890 -1.196 0.187

=====

[4]
Below is the ion C28H41 with charge +1 at a distorted geometry, with properties calculated with ωB97M-V/def2-TZVPD.

Summary:
HOMO: -10.928 eV
2S+1: 1
energy above the lowest of the compared OMol25 structures with the same formula, charge and spin: 20.0 kcal per mole
frontier orbital gap: 5.41 eV
total charge: +1

Geometry (Å):
1 C -0.015 -0.868 3.705
2 C -0.962 0.313 3.416
3 C -1.966 0.369 4.586
4 C -1.614 0.454 2.038
5 C -2.904 1.146 2.011
6 C -1.242 -0.392 0.802
7 H 0.834 -0.919 3.010
8 H 0.422 -0.770 4.706
9 H -0.551 -1.827 3.708
10 H -0.341 1.228 3.518
11 H -2.638 1.213 4.558
12 H -2.568 -0.537 4.630
13 H -1.479 0.422 5.563
14 H -2.829 2.181 2.385
15 H -3.302 1.198 0.985
16 H -3.738 0.698 2.591
17 H -2.172 -1.042 0.765
18 H -0.468 -1.028 1.239
19 C 4.117 3.406 1.507
20 C 3.130 2.974 0.462
21 C 1.770 2.927 0.764
22 C 0.822 2.549 -0.195
23 C -0.645 2.764 0.086
24 C 1.284 1.979 -1.408
25 C 0.326 1.346 -2.386
26 C -0.274 2.398 -3.307
27 C -0.823 0.507 -1.796
28 C -0.445 -0.371 -0.583
29 C -0.552 -1.885 -0.957
30 C 0.589 -2.700 -0.810
31 C 2.003 -2.155 -0.767
32 C 0.400 -4.071 -0.623
33 C -0.866 -4.655 -0.736
34 C -1.123 -6.078 -0.381
35 C -1.946 -3.855 -1.162
36 C -1.774 -2.469 -1.346
37 C -2.984 -1.677 -1.782
38 C 2.627 2.127 -1.772
39 C 3.128 1.833 -3.166
40 C 3.543 2.579 -0.821
41 H 5.130 3.387 1.089
42 H 3.898 4.425 1.858
43 H 4.076 2.737 2.380
44 H 1.405 3.235 1.756
45 H -1.189 3.290 -0.725
46 H -1.134 1.791 0.217
47 H -0.777 3.311 1.034
48 H 0.912 0.674 -3.032
49 H 0.500 3.012 -3.772
50 H -0.867 1.958 -4.119
51 H -0.929 3.058 -2.731
52 H -1.730 1.134 -1.623
53 H -1.099 -0.155 -2.654
54 H 0.643 -0.164 -0.384
55 H 2.724 -2.956 -0.528
56 H 2.295 -1.751 -1.749
57 H 2.136 -1.355 -0.024
58 H 1.236 -4.741 -0.397
59 H -2.193 -6.279 -0.326
60 H -0.670 -6.718 -1.138
61 H -0.679 -6.338 0.583
62 H -2.931 -4.293 -1.358
63 H -3.818 -2.373 -1.914
64 H -3.298 -0.903 -1.068
65 H -2.838 -1.200 -2.758
66 H 4.190 2.104 -3.233
67 H 3.042 0.760 -3.404
68 H 2.589 2.404 -3.941
69 H 4.599 2.633 -1.079

=====

[5]
Below is a structure of composition C28H33N8OSSeV, with properties calculated with ωB97M-V/def2-TZVPD.

Summary:
HOMO (spin up / spin down): -16.518 / -16.518 eV
2S+1: 2
energy above the lowest of the compared OMol25 structures with the same formula, charge and spin: 10.9 kcal per mole
frontier orbital gap (spin up / spin down): 5.69 / 6.45 eV
total charge: +3
<S²>: 0.7816

Geometry (Å):
1 V 0.431 0.000 -0.658
2 N 2.009 -0.067 0.769
3 C 2.908 1.127 1.009
4 C 4.284 0.937 0.411
5 C 4.336 0.932 -1.110
6 C 3.647 -0.242 -1.790
7 N 2.174 -0.013 -2.017
8 H 1.534 -0.287 1.641
9 H 2.597 -0.881 0.584
10 H 2.981 1.259 2.088
11 H 2.414 2.011 0.605
12 H 4.725 0.014 0.803
13 H 4.914 1.744 0.789
14 H 5.380 0.920 -1.421
15 H 3.928 1.870 -1.506
16 H 3.768 -1.171 -1.231
17 H 4.090 -0.411 -2.771
18 H 1.873 -0.718 -2.690
19 H 2.091 0.861 -2.534
20 C -0.832 0.923 5.268
21 C -1.975 1.329 4.356
22 N -1.512 1.805 3.016
23 C -1.483 3.272 2.808
24 C -0.160 3.894 3.221
25 C -1.127 0.937 2.119
26 S -0.601 1.606 0.549
27 N -1.202 -0.366 2.434
28 C -0.856 -1.358 1.677
29 O -0.330 -1.207 0.448
30 C -0.964 -2.723 2.159
31 C -1.719 -2.979 3.311
32 C -1.830 -4.270 3.790
33 C -1.177 -5.310 3.140
34 C -0.407 -5.064 2.006
35 C -0.307 -3.779 1.515
36 H -1.247 0.615 6.228
37 H -0.148 1.750 5.455
38 H -0.274 0.082 4.857
39 H -2.538 2.158 4.777
40 H -2.664 0.505 4.188
41 H -2.305 3.671 3.398
42 H -1.719 3.482 1.767
43 H 0.027 3.772 4.286
44 H -0.186 4.962 3.008
45 H 0.675 3.456 2.669
46 H -2.226 -2.165 3.810
47 H -2.424 -4.469 4.670
48 H -1.263 -6.319 3.520
49 H 0.113 -5.877 1.519
50 H 0.314 -3.587 0.652
51 Se -3.394 0.290 -7.345
52 N -2.667 1.541 -6.322
53 C -2.101 0.920 -5.317
54 C -1.382 1.614 -4.251
55 C -1.176 2.995 -4.229
56 C -0.454 3.548 -3.192
57 C 0.014 2.725 -2.179
58 N -0.193 1.401 -2.169
59 C -0.861 0.852 -3.213
60 C -0.972 -0.595 -3.208
61 N -0.390 -1.225 -2.157
62 C -0.423 -2.562 -2.115
63 C -1.025 -3.319 -3.111
64 C -1.634 -2.680 -4.169
65 C -1.612 -1.284 -4.227
66 C -2.216 -0.504 -5.305
67 N -2.877 -1.043 -6.300
68 H -1.573 3.604 -5.033
69 H -0.252 4.609 -3.148
70 H 0.569 3.145 -1.349
71 H 0.031 -3.033 -1.258
72 H -1.017 -4.397 -3.034
73 H -2.129 -3.235 -4.957

=====

[6]
Below is a cluster of 11 separate species, C14H51N21O11 in total at a distorted geometry, with properties calculated with ωB97M-V/def2-TZVPD.

Summary:
HOMO: -8.458 eV
2S+1: 1
energy above the lowest of the compared OMol25 structures with the same formula, charge and spin: 43.9 kcal per mole
frontier orbital gap: 8.23 eV
SMILES: COC[C@H](C)N.NC(N)=O.NC(N)=O.NC(N)=O.NC(N)=O.NC(N)=O.NC(N)=O.NC(N)=O.NC(N)=O.NC(N)=O.NC(N)=O

Geometry (Å):
1 C -2.591 -1.656 -1.566
2 O -3.941 -2.042 -1.695
3 C -4.059 -3.447 -1.962
4 C -5.399 -3.666 -2.599
5 C -5.410 -3.115 -4.045
6 N -6.624 -3.146 -1.971
7 H -2.034 -2.290 -0.867
8 H -2.395 -0.637 -1.233
9 H -2.161 -1.792 -2.569
10 H -3.207 -3.920 -2.449
11 H -4.081 -3.864 -0.945
12 H -5.489 -4.745 -2.777
13 H -4.603 -3.468 -4.704
14 H -5.269 -2.035 -3.990
15 H -6.280 -3.473 -4.596
16 H -6.355 -2.191 -1.732
17 H -7.379 -3.045 -2.635
18 N -1.113 -3.015 3.334
19 C -1.520 -3.322 2.060
20 N -0.508 -3.205 1.135
21 O -2.671 -3.599 1.713
22 H -0.126 -2.825 3.389
23 H -1.657 -2.863 4.155
24 H 0.385 -2.960 1.542
25 H -0.748 -3.191 0.166
26 N -0.123 0.993 -0.525
27 C 0.531 0.037 0.224
28 N 0.311 0.149 1.565
29 O 1.317 -0.839 -0.243
30 H -0.172 0.773 -1.513
31 H -0.829 1.552 -0.048
32 H -0.186 0.956 1.891
33 H 0.776 -0.514 2.156
34 N 1.161 -0.732 -3.002
35 C 0.831 -1.917 -3.615
36 N 0.719 -2.966 -2.724
37 O 0.777 -2.038 -4.839
38 H 1.476 0.029 -3.566
39 H 1.398 -0.791 -2.007
40 H 0.840 -2.844 -1.735
41 H 0.818 -3.892 -3.098
42 N 1.925 1.617 4.286
43 C 3.238 1.283 4.077
44 N 3.458 -0.085 4.141
45 O 4.158 2.078 3.950
46 H 1.248 0.897 4.472
47 H 1.747 2.588 4.457
48 H 4.365 -0.466 3.970
49 H 2.729 -0.612 4.580
50 N 4.375 0.271 -0.453
51 C 4.941 -0.262 -1.573
52 N 6.315 -0.292 -1.641
53 O 4.296 -0.699 -2.523
54 H 4.983 0.543 0.293
55 H 3.371 0.356 -0.442
56 H 6.800 0.109 -0.856
57 H 6.815 -0.851 -2.298
58 N 1.423 4.435 -0.882
59 C 2.218 4.113 -1.969
60 N 2.739 5.269 -2.548
61 O 2.563 2.996 -2.307
62 H 0.947 3.620 -0.511
63 H 0.950 5.316 -0.849
64 H 3.400 5.162 -3.294
65 H 2.299 6.137 -2.322
66 N -1.573 2.201 4.535
67 C -1.638 0.938 5.074
68 N -2.259 0.837 6.294
69 O -1.176 -0.049 4.494
70 H -1.384 2.206 3.541
71 H -1.974 2.982 5.015
72 H -2.673 1.635 6.731
73 H -2.371 -0.094 6.647
74 N -0.763 4.819 1.795
75 C -1.471 3.864 1.076
76 N -1.830 4.330 -0.174
77 O -1.604 2.663 1.352
78 H -0.723 5.734 1.403
79 H -0.027 4.413 2.350
80 H -2.285 3.725 -0.832
81 H -1.744 5.296 -0.416
82 N -0.295 3.615 -3.893
83 C -1.227 2.803 -3.239
84 N -0.983 1.466 -3.491
85 O -2.308 3.226 -2.825
86 H -0.364 4.609 -3.801
87 H 0.477 3.158 -4.335
88 H -1.769 0.913 -3.173
89 H -0.460 1.092 -4.260
90 N 3.556 -3.641 2.964
91 C 2.843 -2.747 2.186
92 N 3.467 -2.619 0.971
93 O 1.799 -2.241 2.589
94 H 3.260 -3.902 3.886
95 H 4.424 -4.021 2.649
96 H 4.207 -3.248 0.750
97 H 3.154 -1.931 0.302